[1]
C7H10O2S | the ωB97M-V functional and the def2-TZVPD basis

ORCA input file:
```
! RIJCOSX wB97M-V def2-TZVPD def2/J DEFGRID3
* xyz 0 1
C -0.48 0.23 1.82
C 0.55 -0.67 1.61
C 1.75 -0.14 0.89
C 1.19 0.34 -0.49
C -1.22 0.05 0.67
C -0.36 0.76 -0.44
C -0.94 0.59 -1.82
O -1.36 -2.68 1.22
O 0.14 -2.47 -0.55
S -0.46 -1.79 0.55
H -0.70 0.85 2.67
H 2.19 0.81 1.41
H 2.53 -0.76 0.74
H 1.80 1.27 -0.90
H 1.27 -0.33 -1.35
H -2.28 0.29 0.57
H -0.32 1.79 -0.14
H -1.38 -0.32 -1.91
H -0.17 0.79 -2.59
H -1.74 1.38 -1.97
*
```

Properties
max |F| = 0.0844 Eh/bohr
orbital gap = 0.311 Ha
relative energy (zero: lowest compared OMol25 entry of this formula, charge and spin) = 4.0039 eV
E = -821.2016 Ha

The computed natural (NBO) charges, all in e, follow: atom 1 (C): -0.1685, atom 2 (C): -0.2119, atom 3 (C): -0.4494, atom 4 (C): -0.4096, atom 5 (C): -0.4008, atom 6 (C): -0.2261, atom 7 (C): -0.6044, atom 8 (O): -0.9196, atom 9 (O): -0.9063, atom 10 (S): 2.0678, atom 11 (H): 0.2519, atom 12 (H): 0.2261, atom 13 (H): 0.2230, atom 14 (H): 0.2253, atom 15 (H): 0.2344, atom 16 (H): 0.2245, atom 17 (H): 0.2023, atom 18 (H): 0.2135, atom 19 (H): 0.2185, atom 20 (H): 0.2095

[2]
C12H25BN2O4 | the ωB97M-V functional and the def2-TZVPD basis

ORCA input file:
```
! RIJCOSX wB97M-V def2-TZVPD def2/J DEFGRID3
* xyz 0 1
N 2.00 0.50 -0.15
C 0.68 -0.11 -0.13
C -0.30 0.68 -1.02
C 0.13 1.13 -2.42
C 0.45 0.07 -3.50
C 1.28 0.68 -4.62
B 0.57 1.92 -5.25
O -0.61 1.80 -5.95
O 1.02 3.19 -4.92
C 0.21 -0.14 1.36
C -1.20 -0.66 1.58
N -1.55 -0.78 3.04
C -1.55 0.42 3.87
C -0.84 0.05 5.19
C -0.20 -1.31 4.99
C -0.97 -1.94 3.80
C 0.83 -1.52 -0.72
O 1.85 -1.76 -1.31
O -0.23 -2.33 -0.56
H 2.58 0.00 0.50
H 2.40 0.41 -1.07
H -1.23 0.12 -1.07
H -0.54 1.56 -0.44
H -0.67 1.80 -2.79
H 1.01 1.78 -2.28
H 1.03 -0.77 -3.06
H -0.48 -0.38 -3.88
H 2.18 1.14 -4.24
H 1.60 -0.04 -5.38
H -0.90 0.87 -6.00
H 0.43 3.90 -5.24
H 0.28 0.89 1.70
H 0.91 -0.73 1.96
H -1.91 0.00 1.09
H -1.39 -1.65 1.15
H -1.07 1.22 3.31
H -2.59 0.75 4.00
H -0.11 0.79 5.56
H -1.61 -0.03 6.01
H 0.87 -1.23 4.77
H -0.26 -2.00 5.86
H -0.29 -2.50 3.16
H -1.78 -2.61 4.11
H -0.02 -3.16 -1.04
*
```

Properties
structure (SMILES) = N[C@](CCCCB(O)O)(CCN1CCCC1)C(=O)O
max |F| = 0.0367 Eh/bohr
orbital gap = 0.308 Ha
relative energy (zero: lowest compared OMol25 entry of this formula, charge and spin) = 1.0453 eV
E = -907.6729 Ha

The computed natural (NBO) charges, all in e, follow: atom 1 (N): -0.8179, atom 2 (C): 0.0158, atom 3 (C): -0.3878, atom 4 (C): -0.4146, atom 5 (C): -0.4014, atom 6 (C): -0.7855, atom 7 (B): 1.1210, atom 8 (O): -0.9012, atom 9 (O): -0.8925, atom 10 (C): -0.4104, atom 11 (C): -0.2232, atom 12 (N): -0.4577, atom 13 (C): -0.2183, atom 14 (C): -0.4241, atom 15 (C): -0.4186, atom 16 (C): -0.2154, atom 17 (C): 0.7860, atom 18 (O): -0.6115, atom 19 (O): -0.6850, atom 20 (H): 0.3589, atom 21 (H): 0.3724, atom 22 (H): 0.2057, atom 23 (H): 0.2169, atom 24 (H): 0.2121, atom 25 (H): 0.2137, atom 26 (H): 0.2238, atom 27 (H): 0.1875, atom 28 (H): 0.2286, atom 29 (H): 0.2300, atom 30 (H): 0.4922, atom 31 (H): 0.4932, atom 32 (H): 0.2188, atom 33 (H): 0.2002, atom 34 (H): 0.1943, atom 35 (H): 0.2223, atom 36 (H): 0.1792, atom 37 (H): 0.1868, atom 38 (H): 0.2172, atom 39 (H): 0.2044, atom 40 (H): 0.1994, atom 41 (H): 0.2120, atom 42 (H): 0.1889, atom 43 (H): 0.1854, atom 44 (H): 0.4988

[3]
C55H69IN2NaO4P3SSi | the ωB97M-V functional and the def2-TZVPD basis

ORCA input file:
```
! RIJCOSX wB97M-V def2-TZVPD def2/J DEFGRID3
* xyz -2 1
Na -1.35 -0.90 0.50
C -1.64 3.32 2.42
C -0.28 2.72 2.79
C 0.24 3.24 4.13
P -0.26 0.85 2.55
C -0.72 0.22 4.26
C -2.16 0.62 4.60
C -0.61 -1.30 4.18
C 1.57 0.68 2.55
C 2.37 0.57 3.69
C 3.75 0.59 3.59
C 4.35 0.68 2.34
C 3.57 0.71 1.20
C 2.17 0.73 1.26
Si 0.94 0.87 -0.25
C 2.20 0.41 -1.68
C 3.25 1.26 -2.02
C 4.23 0.92 -2.94
C 4.19 -0.32 -3.55
C 3.14 -1.18 -3.27
C 2.13 -0.83 -2.37
P 0.68 -1.93 -2.03
C 1.46 -3.65 -1.92
C 1.91 -4.46 -3.13
C 2.58 -3.55 -0.90
C -0.18 -2.11 -3.72
C -1.39 -1.18 -3.73
C 0.63 -1.95 -5.01
C 1.10 2.81 -0.46
C 1.90 3.60 0.38
C 1.88 4.99 0.35
C 1.04 5.64 -0.54
C 0.25 4.91 -1.40
C 0.26 3.51 -1.38
P -0.78 2.47 -2.48
C -0.41 3.15 -4.22
C 0.88 2.47 -4.67
C -0.28 4.65 -4.48
C -2.52 3.07 -2.11
C -3.48 1.97 -2.58
C -3.01 4.43 -2.61
H -1.54 4.39 2.22
H -2.38 3.19 3.21
H -2.01 2.82 1.52
H 0.41 3.04 2.02
H -0.40 2.95 4.96
H 0.28 4.33 4.10
H 1.25 2.87 4.32
H -0.06 0.60 5.05
H -2.82 0.34 3.77
H -2.25 1.69 4.78
H -2.51 0.09 5.49
H -1.31 -1.68 3.43
H -0.85 -1.77 5.13
H 0.39 -1.62 3.88
H 1.93 0.49 4.67
H 4.36 0.53 4.49
H 5.44 0.71 2.26
H 4.05 0.74 0.24
H 3.31 2.24 -1.54
H 5.04 1.61 -3.16
H 4.97 -0.62 -4.24
H 3.11 -2.14 -3.76
H 0.63 -4.19 -1.46
H 2.82 -4.06 -3.58
H 1.14 -4.52 -3.90
H 2.13 -5.48 -2.81
H 3.47 -3.10 -1.34
H 2.85 -4.52 -0.49
H 2.27 -2.90 -0.07
H -0.56 -3.14 -3.66
H -1.08 -0.14 -3.77
H -1.96 -1.32 -2.81
H -2.04 -1.39 -4.59
H 1.15 -1.00 -5.04
H -0.05 -1.99 -5.87
H 1.36 -2.75 -5.13
H 2.57 3.11 1.07
H 2.51 5.56 1.02
H 1.02 6.73 -0.57
H -0.39 5.44 -2.09
H -1.24 2.76 -4.82
H 1.72 2.84 -4.09
H 1.08 2.66 -5.73
H 0.83 1.39 -4.51
H 0.59 5.05 -3.95
H -1.16 5.21 -4.19
H -0.12 4.81 -5.56
H -2.53 3.06 -1.02
H -3.43 1.83 -3.67
H -4.52 2.22 -2.32
H -3.22 1.04 -2.09
H -3.08 4.44 -3.70
H -2.37 5.24 -2.28
H -4.01 4.62 -2.22
C 6.77 -4.92 2.46
C 5.30 -4.59 2.56
C 4.34 -5.59 2.72
C 2.99 -5.28 2.77
C 2.56 -3.96 2.65
C 3.51 -2.96 2.50
C 4.86 -3.27 2.46
S 0.30 -4.58 1.44
O 1.25 -3.64 2.64
O -0.50 -5.49 2.27
N -0.55 -3.45 0.75
C -1.89 -3.41 0.58
C -2.83 -4.05 1.43
C -4.16 -4.01 1.11
C -4.59 -3.32 -0.02
C -3.62 -2.67 -0.76
N -2.31 -2.71 -0.50
H 6.92 -5.98 2.28
H 7.29 -4.66 3.39
H 7.23 -4.36 1.65
H 4.66 -6.62 2.81
H 2.25 -6.06 2.88
H 3.17 -1.94 2.37
H 5.58 -2.48 2.32
H -2.48 -4.57 2.30
H -4.89 -4.51 1.75
H -5.63 -3.25 -0.29
H -3.90 -2.09 -1.63
I -9.26 3.10 1.62
C -7.34 2.19 1.47
C -7.21 0.86 1.82
C -5.96 0.26 1.69
C -4.87 0.98 1.22
C -5.04 2.32 0.87
C -6.28 2.93 0.99
C -3.51 0.31 1.09
O -3.36 -0.77 1.70
O -2.65 0.89 0.39
H -8.06 0.29 2.19
H -5.81 -0.78 1.94
H -4.19 2.87 0.50
H -6.41 3.97 0.71
*
```

Properties
max |F| = 0.0259 Eh/bohr
orbital gap = 0.146 Ha
E = -4719.5496 Ha

These are the Mulliken partial charges, in e, on atoms 1 to 99: atom 1 (Na): 0.1431, atom 2 (C): -1.5034, atom 3 (C): 2.1561, atom 4 (C): -1.9268, atom 5 (P): 1.2918, atom 6 (C): 0.5894, atom 7 (C): -1.5258, atom 8 (C): -1.3528, atom 9 (C): -0.0154, atom 10 (C): 0.0580, atom 11 (C): -0.8964, atom 12 (C): -1.0537, atom 13 (C): 0.3543, atom 14 (C): 0.1598, atom 15 (Si): -0.5118, atom 16 (C): 0.1405, atom 17 (C): -0.0085, atom 18 (C): -1.0427, atom 19 (C): -1.1133, atom 20 (C): -0.2384, atom 21 (C): 0.3443, atom 22 (P): 0.9949, atom 23 (C): 0.9087, atom 24 (C): -1.7654, atom 25 (C): -1.5644, atom 26 (C): 0.5962, atom 27 (C): -1.0767, atom 28 (C): -1.6932, atom 29 (C): 1.2202, atom 30 (C): -0.1205, atom 31 (C): -0.7393, atom 32 (C): -1.3439, atom 33 (C): -0.4041, atom 34 (C): -0.1053, atom 35 (P): 0.7336, atom 36 (C): 0.8034, atom 37 (C): -1.4009, atom 38 (C): -1.8845, atom 39 (C): 2.2038, atom 40 (C): -1.1650, atom 41 (C): -1.7559, atom 42 (H): 0.5067, atom 43 (H): 0.3282, atom 44 (H): -0.0058, atom 45 (H): -1.4073, atom 46 (H): 0.2676, atom 47 (H): 0.4711, atom 48 (H): 0.3545, atom 49 (H): 0.7297, atom 50 (H): 0.0351, atom 51 (H): 0.2555, atom 52 (H): 0.4832, atom 53 (H): 0.0077, atom 54 (H): 0.5689, atom 55 (H): -0.0070, atom 56 (H): 0.2172, atom 57 (H): 0.2863, atom 58 (H): 0.3325, atom 59 (H): 0.1437, atom 60 (H): 0.3804, atom 61 (H): 0.3746, atom 62 (H): 0.3470, atom 63 (H): 0.0767, atom 64 (H): 0.2901, atom 65 (H): 0.2554, atom 66 (H): 0.3858, atom 67 (H): 0.4771, atom 68 (H): 0.3240, atom 69 (H): 0.6091, atom 70 (H): -0.2195, atom 71 (H): 0.6187, atom 72 (H): -0.1402, atom 73 (H): -0.0823, atom 74 (H): 0.6013, atom 75 (H): 0.1337, atom 76 (H): 0.4937, atom 77 (H): 0.3169, atom 78 (H): 0.2545, atom 79 (H): 0.3649, atom 80 (H): 0.3658, atom 81 (H): 0.3180, atom 82 (H): 0.4573, atom 83 (H): 0.2556, atom 84 (H): 0.5813, atom 85 (H): 0.0290, atom 86 (H): 0.3459, atom 87 (H): 0.3291, atom 88 (H): 0.4993, atom 89 (H): -1.1735, atom 90 (H): 0.3855, atom 91 (H): 0.4210, atom 92 (H): -0.0760, atom 93 (H): 0.3351, atom 94 (H): 0.3663, atom 95 (H): 0.4152, atom 96 (C): -1.5506, atom 97 (C): 1.1334, atom 98 (C): -0.8316, atom 99 (C): -0.4943